No. 1
Entry from OMol25: C5H3CoO6 as an isolated structure in a non-equilibrium geometry (ωB97M-V/def2-TZVPD).

Geometry (Å):
O (0.03412, 2.86166, 3.98788)
C (-0.04883, 2.34894, 2.96086)
Co (0.15336, -0.00558, -1.44698)
O (-2.16351, 0.21810, 0.28979)
C (-1.21070, 0.13578, -0.36232)
C (0.31749, -1.72940, -1.23305)
O (0.47208, -2.87179, -1.13628)
C (0.65888, -0.14408, -3.11683)
O (0.96915, -0.23085, -4.22664)
C (0.80600, 1.59291, -1.20637)
O (1.26761, 2.64449, -1.06877)
H (-0.00722, 1.59507, 1.52655)
O (-0.16157, -1.83659, 1.72081)
H (0.03963, -2.75180, 1.45635)
H (-1.12649, -1.82685, 1.85497)

## Properties
⟨S²⟩ = 3.7760
LUMO level (alpha / beta) = -4.493 / -6.776 eV
Net charge = +1
Frontier orbital gap (alpha / beta) = 6.67 / 8.63 eV
Multiplicity = 4
ΔE to the lowest compared entry with this formula, charge and spin = 19.2 kcal per mole



No. 2
Entry from OMol25: one molecule with the formula C4H7FS in a non-equilibrium geometry (ωB97M-V/def2-TZVPD).

Geometry (Å):
C (-1.36905, 0.35274, 0.89308)
C (-0.03571, 0.76614, 0.37360)
F (-0.21990, 2.11357, -0.05982)
C (0.50017, 0.01457, -0.80422)
C (1.33103, -1.16183, -0.65828)
S (-0.28865, -1.45584, -1.36355)
H (-1.39098, -0.66698, 1.30489)
H (-1.61366, 1.08119, 1.68421)
H (-2.00606, 0.47032, 0.13018)
H (0.69174, 0.68163, 1.17280)
H (0.80761, 0.70216, -1.59103)
H (1.46704, -1.66458, 0.26627)
H (2.12642, -1.23309, -1.34813)

## Properties
LUMO level = 0.908 eV
SMILES = C[C@H](F)[C@H]1CS1
Frontier orbital gap = 9.88 eV
ΔE to the lowest compared entry with this formula, charge and spin = 24.7 kcal per mole



No. 3
Entry from OMol25: C19H25I2N2O2S5Tm as an isolated structure in a non-equilibrium geometry (ωB97M-V/def2-TZVPD).

Geometry (Å):
Tm (-0.05165, -1.20105, 0.19055)
I (5.90536, 0.04963, 4.42236)
C (4.20539, -0.67104, 3.48261)
C (2.96212, -0.13465, 3.79734)
C (1.84019, -0.65329, 3.17362)
I (-0.03281, 0.23932, 3.23667)
C (1.93528, -1.72224, 2.28394)
O (0.87290, -2.23255, 1.71282)
C (3.20487, -2.15120, 1.86911)
C (3.20172, -2.98446, 0.62011)
N (2.55752, -2.19547, -0.44655)
C (3.39834, -1.14801, -0.99781)
C (2.86517, 0.26245, -0.88187)
C (3.58629, 1.28689, -1.49550)
C (3.15425, 2.58941, -1.39469)
C (2.00424, 2.85998, -0.66373)
C (1.35162, 1.79474, -0.08595)
N (1.75069, 0.51752, -0.19629)
C (4.33033, -1.64268, 2.49186)
H (2.87641, 0.68441, 4.49400)
H (2.60833, -3.88856, 0.75659)
H (4.22615, -3.27443, 0.34439)
H (2.19650, -2.78784, -1.20021)
H (3.61242, -1.33438, -2.05913)
H (4.37579, -1.14706, -0.49085)
H (4.47746, 1.03904, -2.05026)
H (3.70611, 3.38197, -1.87574)
H (1.62366, 3.85872, -0.54052)
H (0.44863, 1.94571, 0.49223)
H (5.31347, -1.97297, 2.18088)
S (-2.44157, -2.21873, 0.96569)
S (-2.64469, -3.12571, -0.91364)
S (-0.71469, -3.54476, -1.50788)
S (0.05584, -1.83396, -2.43979)
C (-4.01582, 2.39042, 2.08946)
C (-3.74766, 0.98611, 1.58951)
C (-3.80724, 0.85100, 0.08122)
S (-2.38841, 1.61062, -0.68963)
O (-1.27616, 0.59846, -0.50513)
C (-2.80258, 1.59915, -2.42987)
C (-3.05325, 0.25889, -3.12059)
C (-4.46801, -0.28631, -3.00696)
H (-3.87537, 2.45657, 3.16501)
H (-5.03689, 2.69849, 1.86991)
H (-3.35204, 3.12282, 1.62801)
H (-4.47467, 0.28069, 1.99628)
H (-2.77746, 0.61431, 1.93211)
H (-4.69133, 1.32579, -0.34505)
H (-3.76500, -0.20120, -0.20682)
H (-1.93809, 2.11138, -2.86408)
H (-3.64410, 2.29231, -2.52383)
H (-2.31108, -0.46281, -2.78123)
H (-2.82008, 0.42557, -4.17663)
H (-4.64641, -0.81080, -2.07188)
H (-4.65390, -1.00726, -3.80103)
H (-5.21611, 0.50109, -3.10313)

## Properties
⟨S²⟩ = 2.0020
LUMO level (alpha / beta) = 0.120 / 0.120 eV
Frontier orbital gap (alpha / beta) = 7.22 / 7.21 eV
Multiplicity = 3



No. 4
Entry from OMol25: C6H9NO as an isolated structure in a non-equilibrium geometry (ωB97M-V/def2-TZVPD).

Geometry (Å):
C (1.63914, -0.62899, 0.82933)
C (1.35086, -0.99433, -0.77908)
C (-1.18884, 0.10577, -0.83384)
C (-1.34116, 1.46349, 0.06579)
C (0.52985, 0.29820, 0.55410)
C (-0.67509, -0.70734, 0.15632)
H (2.80136, -0.70913, 0.76597)
H (1.16596, -1.43983, 1.48968)
H (1.40521, -2.24564, -0.64402)
H (2.06657, -0.42899, -1.30191)
H (-2.04105, 0.19814, -1.69482)
H (-1.15153, 2.45978, -0.73696)
H (-2.43687, 1.32679, 0.64816)
H (0.91856, 0.75224, -0.25198)
H (-0.89765, -1.52040, 0.90979)
N (-0.14673, -0.77680, -1.21585)
O (-0.33651, 1.22799, 1.17142)

## Properties
LUMO level = 1.029 eV
Frontier orbital gap = 9.49 eV
ΔE to the lowest compared entry with this formula, charge and spin = 241.0 kcal per mole



no.,electronic energy (eV)
1,-55132.4058
2,-17813.2696
3,-127095.7576
4,-9895.1539